This record from the Open Molecules 2025 dataset describes a cluster of 8 separate species, C58H73F21NO24P in total. The level of theory is ωB97M-V/def2-TZVPD.

The geometry in XYZ format:
```
178
Properties=species:S:1:pos:R:3
C 7.690 0.142 1.419
C 6.655 1.008 0.448
O 7.117 1.394 -0.745
O 5.299 1.230 0.976
C 4.764 2.547 0.591
C 3.737 3.015 1.797
C 3.250 4.599 1.575
C 2.153 4.753 0.350
C 0.668 4.333 0.927
C -0.430 5.523 0.560
C -1.936 5.244 1.147
C -2.408 3.674 1.135
C -3.796 3.553 2.060
C -3.804 3.489 3.699
N -2.491 3.588 4.444
C -5.210 3.324 4.589
P -4.985 3.225 6.489
O -4.856 1.588 7.066
O -6.183 4.152 7.355
C -6.685 3.229 3.806
C -8.087 3.032 4.637
C -8.466 1.409 4.764
O -9.176 1.087 3.490
C -10.631 1.236 3.649
O -11.329 2.374 3.574
C -6.666 3.300 2.144
C -5.239 3.455 1.285
C -5.330 3.465 -0.385
O -4.615 4.279 -1.170
C -6.448 2.389 -1.010
C -6.179 1.464 -2.352
O -4.910 1.513 -3.096
C -5.118 1.979 -4.493
C -6.120 3.279 -4.601
C -5.672 4.275 -5.869
O -7.541 2.908 -4.906
C -7.403 0.442 -2.841
C -8.848 0.363 -2.046
C -9.082 1.280 -0.700
C -7.888 2.283 -0.166
C -8.045 3.222 1.209
O -9.180 3.872 1.478
H 7.833 0.631 2.487
H 8.756 0.014 0.915
H 7.279 -0.964 1.579
H 5.671 3.303 0.491
H 4.215 2.537 -0.458
H 2.770 2.344 1.828
H 4.356 2.952 2.806
H 4.228 5.204 1.286
H 2.847 5.012 2.610
H 2.088 5.905 0.041
H 2.432 4.096 -0.585
H 0.314 3.319 0.416
H 0.649 4.165 2.107
H -0.537 5.718 -0.592
H -0.002 6.516 1.061
H -1.933 5.590 2.282
H -2.694 5.960 0.596
H -1.633 2.935 1.662
H -2.561 3.221 0.046
H -2.429 2.803 5.140
H -1.658 3.503 3.820
H -5.452 0.956 6.549
H -6.073 5.143 7.216
H -9.017 3.505 4.057
H -8.102 3.516 5.704
H -9.202 1.293 5.687
H -7.498 0.737 4.925
H -11.270 0.245 3.821
H -5.483 1.040 -5.125
H -4.027 2.251 -4.894
H -6.046 3.942 -3.627
H -5.802 3.592 -6.840
H -4.589 4.705 -5.749
H -6.512 5.120 -5.930
H -8.119 3.234 -4.131
H -7.308 -0.252 -3.803
H -9.729 -0.339 -2.416
H -10.113 1.176 -0.151
C 7.653 -3.425 4.656
C 6.172 -3.135 4.818
O 5.892 -2.650 6.139
C 6.146 -1.321 6.359
O 6.589 -0.558 5.506
C 5.759 -0.929 7.785
F 6.198 -1.826 8.715
F 4.407 -0.845 7.946
F 6.263 0.281 8.161
H 7.998 -4.111 5.437
H 7.857 -3.869 3.678
H 8.247 -2.511 4.752
H 5.603 -4.062 4.692
H 5.812 -2.431 4.058
C -3.293 -1.287 -0.216
C -3.749 -1.265 -1.663
O -2.749 -1.840 -2.517
C -2.724 -3.209 -2.577
O -3.488 -3.937 -1.951
C -1.649 -3.685 -3.555
F -0.463 -3.029 -3.394
F -2.016 -3.492 -4.855
F -1.366 -5.012 -3.433
H -2.320 -0.796 -0.112
H -4.017 -0.778 0.427
H -3.171 -2.312 0.145
H -3.886 -0.228 -1.987
H -4.712 -1.772 -1.792
C 13.440 -5.596 1.290
C 12.310 -5.000 0.471
O 11.251 -4.544 1.326
C 11.435 -3.318 1.910
O 12.432 -2.621 1.742
C 10.217 -2.934 2.752
F 9.778 -3.958 3.539
F 9.155 -2.567 1.979
F 10.456 -1.888 3.592
H 13.063 -6.386 1.948
H 14.211 -6.016 0.638
H 13.903 -4.842 1.933
H 11.883 -5.771 -0.179
H 12.663 -4.191 -0.179
C -2.657 -0.467 -8.485
C -3.918 0.320 -8.793
O -3.604 1.693 -9.068
C -3.160 1.967 -10.335
O -3.021 1.118 -11.211
C -2.910 3.465 -10.506
F -2.225 4.008 -9.458
F -4.073 4.172 -10.606
F -2.187 3.762 -11.623
H -2.098 0.007 -7.672
H -2.901 -1.493 -8.198
H -1.991 -0.499 -9.352
H -4.576 0.314 -7.916
H -4.482 -0.126 -9.621
C 4.098 -2.235 -4.725
C 4.296 -1.895 -6.191
O 3.168 -2.326 -6.967
C 2.076 -1.499 -6.953
O 2.022 -0.445 -6.325
C 0.971 -2.051 -7.855
F 0.764 -3.387 -7.675
F 1.259 -1.886 -9.178
F -0.235 -1.451 -7.650
H 3.889 -3.302 -4.603
H 4.989 -1.979 -4.144
H 3.245 -1.694 -4.305
H 5.171 -2.430 -6.575
H 4.484 -0.824 -6.337
C 10.961 -6.232 -5.151
C 10.592 -4.761 -5.184
O 9.363 -4.530 -4.481
C 9.457 -4.445 -3.116
O 10.509 -4.557 -2.493
C 8.088 -4.152 -2.500
F 7.097 -4.928 -3.026
F 7.703 -2.859 -2.698
F 8.054 -4.357 -1.153
H 10.138 -6.844 -5.534
H 11.854 -6.422 -5.752
H 11.156 -6.568 -4.128
H 10.429 -4.448 -6.221
H 11.396 -4.132 -4.782
C -6.259 -0.328 9.135
C -7.395 -0.737 10.055
O -8.055 -1.909 9.555
C -7.443 -3.106 9.826
O -6.393 -3.212 10.452
C -8.273 -4.269 9.281
F -8.714 -4.051 8.009
F -9.386 -4.503 10.035
F -7.584 -5.445 9.246
H -6.622 -0.200 8.110
H -5.807 0.609 9.470
H -5.481 -1.096 9.102
H -8.145 0.061 10.087
H -7.047 -0.892 11.083
```

Output
energy: -178289.474 eV
SMILES: CC(=O)OCCCCCCCCc1c(N)c(P(O)O)c(CCOC=O)c2c1C(=O)c1c(OC[C@@H](C)O)cccc1C2=O.CCOC(=O)C(F)(F)F.CCOC(=O)C(F)(F)F.CCOC(=O)C(F)(F)F.CCOC(=O)C(F)(F)F.CCOC(=O)C(F)(F)F.CCOC(=O)C(F)(F)F.CCOC(=O)C(F)(F)F
HOMO: -0.3121 Eh
frontier orbital gap: 6.731 eV
lowest unoccupied orbital energy: -1.8 eV

---

This record from the Open Molecules 2025 dataset describes the molecule C4H8O2. The level of theory is ωB97M-V/def2-TZVPD.

The geometry in XYZ format:
```
14
Properties=species:S:1:pos:R:3
O 1.785 -0.225 0.982
C 1.005 -0.031 -0.146
C -0.011 1.264 -0.009
C -1.239 0.382 -0.159
C -0.320 -0.848 -0.290
O -0.403 -1.804 0.720
H 1.354 0.417 1.563
H 1.675 -0.211 -1.030
H 0.577 1.179 -0.943
H -0.014 2.356 -0.091
H -1.839 0.589 -1.053
H -1.918 0.284 0.696
H -0.433 -1.332 -1.267
H 0.338 -1.618 1.321
```

Output
relative energy (zero: lowest compared OMol25 entry of this formula, charge and spin): 102.7 kcal/mol
energy: -8368.826 eV
SMILES: O[C@@H]1CC[C@@H]1O
HOMO: -0.3411 Eh
frontier orbital gap: 10.155 eV
lowest unoccupied orbital energy: 0.9 eV

---

Q: Number 2 is which compound?
A: C4H8O2